(1)
{
  "formula": "C25H53FO14SSi",
  "method": "ωB97M-V/def2-TZVPD",
  "mol_weight_da": 656.8,
  "gap_ev": 8.1707,
  "smiles": "C#CC1=C(S(=O)(=O)F)C(=O)c2cccc([Si](C)(C)C)c2C1=O.CO.CO.CO.CO.CO.CO.CO.CO.CO.CO",
  "total_energy_ev": -76873.742,
  "lumo_energy_ev": -1.50,
  "symbols": ["C", "C", "C", "C", "S", "O", "O", "F", "C", "O", "C", "C", "C", "C", "C", "Si", "C", "C", "C", "C", "C", "O", "H", "H", "H", "H", "H", "H", "H", "H", "H", "H", "H", "H", "H", "C", "O", "H", "H", "H", "H", "C", "O", "H", "H", "H", "H", "C", "O", "H", "H", "H", "H", "C", "O", "H", "H", "H", "H", "C", "O", "H", "H", "H", "H", "C", "O", "H", "H", "H", "H", "C", "O", "H", "H", "H", "H", "C", "O", "H", "H", "H", "H", "C", "O", "H", "H", "H", "H", "C", "O", "H", "H", "H", "H"],
  "positions_angstrom": [[1.475255, 5.192206, -0.437078], [1.029629, 4.081729, -0.348669], [0.478369, 2.784872, -0.213947], [-0.718775, 2.394255, -0.658473], [-1.825648, 3.531664, -1.436026], [-2.168205, 4.531607, -0.488446], [-2.848136, 2.834556, -2.122184], [-0.925548, 4.213702, -2.502017], [-1.159977, 0.970342, -0.479119], [-2.315319, 0.678647, -0.363522], [-0.050075, -0.015007, -0.457032], [-0.260290, -1.305750, -0.911935], [0.799049, -2.192132, -0.925443], [2.056977, -1.787161, -0.485388], [2.289768, -0.503709, 0.016131], [4.047348, -0.039289, 0.612955], [5.192009, -1.402986, 0.031966], [4.162443, 0.067411, 2.471447], [4.584644, 1.560861, -0.239740], [1.204508, 0.375356, 0.017653], [1.326231, 1.759536, 0.505608], [2.013881, 2.109738, 1.430910], [2.086875, 6.049327, -0.269295], [-1.225727, -1.629424, -1.273605], [0.664071, -3.204383, -1.275720], [2.856872, -2.510968, -0.538548], [4.930793, -2.381421, 0.427890], [6.213600, -1.160114, 0.324031], [5.158599, -1.419115, -1.059679], [3.507856, 0.811878, 2.911246], [3.952371, -0.904995, 2.917503], [5.191687, 0.322201, 2.733063], [4.687910, 2.342330, 0.510469], [5.525674, 1.393906, -0.756062], [3.830741, 1.899260, -0.949556], [-0.320461, 0.829301, -3.833805], [0.917380, 1.238450, -3.245657], [-1.107600, 0.971191, -3.099319], [-0.549413, 1.437284, -4.711664], [-0.288298, -0.226028, -4.113914], [1.608908, 1.103967, -3.899569], [8.299846, -2.003544, 2.883001], [7.938000, -1.176137, 1.780391], [7.432903, -2.613046, 3.125227], [9.133350, -2.658464, 2.613468], [8.565765, -1.402839, 3.752870], [8.695723, -0.628368, 1.560810], [-4.400783, -2.157911, -0.264907], [-3.371557, -3.142612, -0.334566], [-3.936851, -1.205749, -0.507960], [-5.196812, -2.367866, -0.983977], [-4.828593, -2.112187, 0.738199], [-3.756568, -3.999493, -0.134326], [-1.358359, 0.850015, 3.341730], [-0.033596, 1.200180, 3.728018], [-2.008163, 1.055295, 4.188470], [-1.699072, 1.446712, 2.490179], [-1.434702, -0.211114, 3.087461], [0.550431, 1.023352, 2.985368], [-8.132331, -2.772798, 0.982657], [-7.134204, -3.788863, 0.926986], [-7.658316, -1.824020, 0.739651], [-8.921472, -2.976698, 0.257735], [-8.564338, -2.704056, 1.984631], [-7.564138, -4.621906, 1.139513], [6.775278, 0.643523, 5.699129], [7.203366, 0.655791, 4.339936], [6.212174, -0.273748, 5.850506], [7.626475, 0.653424, 6.385212], [6.125781, 1.494220, 5.919103], [7.698589, 1.466488, 4.196113], [-11.014168, -5.442237, -1.289611], [-9.739656, -5.048411, -0.808274], [-11.748679, -5.179865, -0.531597], [-11.261645, -4.919224, -2.218112], [-11.060314, -6.521098, -1.465131], [-9.094706, -5.275518, -1.488057], [-9.088629, -4.797189, -4.825775], [-8.582999, -4.628728, -3.503625], [-9.990852, -5.398889, -4.754589], [-9.339574, -3.834179, -5.275832], [-8.367525, -5.314876, -5.462477], [-7.785189, -4.095808, -3.556894], [4.230640, 5.245836, 2.385870], [3.944581, 6.114240, 1.291779], [3.291363, 4.795236, 2.694928], [4.920024, 4.451302, 2.088810], [4.655520, 5.798788, 3.227345], [4.766878, 6.517802, 1.003019], [2.123239, 5.050809, -4.059755], [2.968773, 3.907221, -4.139363], [2.680002, 5.906502, -4.433093], [1.227326, 4.913236, -4.671396], [1.826396, 5.233896, -3.026035], [2.468424, 3.159863, -3.799626]],
  "forces_ev_per_angstrom": [[0.519, -0.300, 0.588], [-0.266, 0.076, 0.070], [0.068, 0.116, -0.286], [0.069, 0.049, -0.463], [-1.191, 0.037, 1.269], [0.253, 0.166, -0.133], [0.276, -0.169, -0.510], [0.367, -0.110, -0.268], [0.424, 0.314, -0.023], [-0.654, -0.276, -0.035], [0.098, -0.043, 0.014], [-0.162, -0.166, -0.031], [0.405, 0.153, 0.136], [-0.351, -0.032, -0.027], [0.312, -0.059, 0.261], [0.146, 0.033, 0.018], [-0.213, 0.407, -0.228], [0.131, -0.057, -0.075], [-0.430, -0.301, 0.381], [-0.150, -0.342, -0.215], [-0.104, 0.221, -0.049], [0.293, -0.001, 0.040], [-0.154, 0.246, -0.261], [-0.181, 0.126, 0.120], [-0.086, -0.057, -0.081], [0.159, 0.046, 0.055], [0.063, -0.129, 0.002], [-0.040, -0.092, 0.113], [0.006, -0.229, -0.075], [-0.124, 0.047, 0.005], [-0.061, -0.066, 0.062], [0.092, -0.031, 0.031], [0.158, 0.134, -0.033], [0.114, 0.135, -0.074], [0.063, 0.045, -0.178], [0.276, 0.044, -0.131], [-0.048, 0.121, 0.012], [-0.034, 0.032, 0.018], [-0.096, -0.034, 0.003], [-0.053, 0.001, 0.005], [0.027, -0.152, -0.007], [0.104, 0.109, -0.203], [0.084, -0.050, 0.060], [-0.023, -0.001, -0.004], [-0.032, -0.070, 0.080], [-0.038, -0.030, 0.052], [0.000, 0.030, 0.003], [0.072, -0.090, -0.006], [0.118, 0.001, -0.103], [-0.022, 0.027, 0.039], [-0.041, 0.029, 0.041], [-0.060, 0.053, -0.029], [-0.066, 0.015, 0.048], [0.229, -0.004, -0.066], [-0.170, -0.054, -0.002], [-0.003, 0.010, 0.018], [-0.069, 0.000, 0.004], [-0.058, 0.005, -0.009], [0.129, 0.040, 0.064], [-0.041, -0.150, -0.053], [0.086, 0.058, 0.030], [0.088, -0.023, 0.019], [-0.051, 0.066, 0.040], [-0.019, 0.074, -0.012], [-0.046, -0.025, -0.088], [0.059, 0.082, -0.130], [0.017, 0.035, 0.165], [-0.012, -0.015, -0.016], [-0.030, -0.019, 0.039], [-0.027, -0.028, 0.044], [-0.012, 0.016, -0.056], [0.177, 0.036, -0.054], [-0.019, -0.214, 0.164], [-0.009, 0.007, 0.012], [-0.053, -0.010, 0.005], [-0.064, -0.001, 0.003], [-0.023, 0.226, -0.119], [0.122, 0.054, 0.085], [-0.018, -0.090, -0.100], [-0.011, -0.009, 0.020], [-0.039, -0.020, -0.027], [-0.039, -0.022, -0.030], [0.012, 0.024, 0.089], [0.018, 0.064, -0.118], [-0.014, 0.024, 0.006], [-0.021, -0.018, -0.029], [-0.018, -0.031, 0.039], [-0.014, -0.030, 0.028], [0.019, 0.007, -0.001], [-0.045, -0.287, 0.038], [0.044, 0.051, -0.083], [0.058, -0.027, -0.020], [-0.027, 0.114, 0.008], [-0.062, 0.122, -0.031], [-0.061, 0.035, 0.123]],
  "lowdin_charge": [0.19, -0.04, -0.10, -0.12, 0.64, -0.22, -0.23, -0.12, -0.34, 0.14, -0.10, 0.01, -0.03, -0.06, -0.13, 0.57, -0.18, -0.16, -0.14, -0.10, -0.29, 0.12, 0.05, 0.12, 0.11, 0.09, 0.03, 0.01, 0.04, 0.02, 0.04, 0.02, 0.02, 0.03, 0.02, -0.11, -0.12, 0.06, 0.09, 0.09, 0.08, -0.15, -0.14, 0.08, 0.08, 0.06, 0.08, -0.15, -0.13, 0.06, 0.07, 0.07, 0.07, -0.15, -0.12, 0.08, 0.07, 0.08, 0.04, -0.16, -0.14, 0.07, 0.06, 0.08, 0.07, -0.15, -0.14, 0.08, 0.08, 0.08, 0.08, -0.16, -0.14, 0.08, 0.07, 0.08, 0.05, -0.14, -0.13, 0.08, 0.08, 0.08, 0.08, -0.14, -0.14, 0.08, 0.07, 0.08, 0.08, -0.15, -0.12, 0.08, 0.08, 0.04, 0.04]
}

(2)
{
  "formula": "C5H8N2",
  "method": "ωB97M-V/def2-TZVPD",
  "de_lowest_kcal_mol": 92.0,
  "mol_weight_da": 96.1,
  "gap_ev": 9.9015,
  "smiles": "C[C@]12C[C@H]1C=NN2",
  "total_energy_ev": -8291.008,
  "lumo_energy_ev": 0.96,
  "symbols": ["C", "C", "C", "C", "C", "N", "N", "H", "H", "H", "H", "H", "H", "H", "H"],
  "positions_angstrom": [[0.582096, 1.414455, -0.898156], [0.172823, 0.353823, 0.021646], [1.174462, -0.644471, 0.311047], [-0.157867, -1.053338, -0.412402], [-1.143770, -1.375925, 0.747331], [-1.425952, -0.448782, 1.508816], [-0.630527, 0.674090, 1.126513], [1.062507, 2.350482, -0.498354], [-0.227940, 1.882449, -1.336996], [1.011470, 0.660714, -1.636272], [1.152712, -1.117197, 1.339738], [2.009295, -0.600015, -0.320410], [-0.258881, -1.337107, -1.536596], [-1.889487, -2.242594, 0.833856], [-1.430940, 1.483415, 0.750238]],
  "forces_ev_per_angstrom": [[1.100, -0.670, -0.742], [-0.274, 0.436, 1.067], [-1.279, -2.495, 1.326], [-0.575, -0.350, -0.104], [-1.357, -3.713, -3.561], [0.287, 2.878, 1.181], [-4.129, 4.094, 0.193], [0.823, -1.674, -0.127], [-2.221, 0.465, -1.352], [0.594, 2.423, -0.027], [0.850, 0.849, -1.388], [1.383, -0.239, -0.238], [0.186, 0.122, 2.401], [1.797, 0.737, -0.312], [2.815, -2.863, 1.683]],
  "nbo_charge": [-0.61, 0.05, -0.40, -0.32, 0.04, -0.25, -0.43, 0.24, 0.21, 0.22, 0.24, 0.22, 0.24, 0.21, 0.35]
}